Computed, not measured: C55H115F3N5O9Y as an isolated structure at a distorted geometry, with ωB97M-V/def2-TZVPD.

The geometry in XYZ format:
```
188
C55H115F3N5O9Y | OMol25 | ωB97M-V/def2-TZVPD
Y 3.3672 -1.9736 2.4717
C 4.7594 -5.8349 0.1956
C 3.5755 -5.3195 0.9857
C 2.8342 -6.4438 1.7361
O 3.9031 -4.1312 1.7197
H 4.4624 -6.6987 -0.3993
H 5.6362 -6.1176 0.7783
H 5.1121 -5.1181 -0.5460
H 2.8925 -5.1308 0.1575
H 2.6859 -7.2815 1.0546
H 1.8882 -5.9466 1.9502
H 3.2911 -6.7715 2.6699
C 5.7215 0.4150 -0.7477
C 5.0862 0.8061 0.6500
C 4.0611 1.8982 0.3011
O 4.5081 -0.3005 1.2559
H 5.9413 1.3102 -1.3294
H 5.1734 -0.2035 -1.4585
H 6.7221 -0.0009 -0.6295
H 5.8595 1.2749 1.2585
H 4.4883 2.7000 -0.3012
H 3.4948 2.2582 1.1600
H 3.2476 1.4943 -0.3016
C 0.4004 -0.9551 2.0519
O 1.4047 -1.3715 1.0447
O 1.0836 -1.5632 3.1053
C 0.0772 0.6211 2.2347
F -0.8212 0.8979 1.2498
F -0.5471 0.8060 3.3551
F 1.1914 1.3889 2.1092
C 1.0375 -1.1041 -0.3029
C 2.2002 -1.5652 -1.1566
H 2.2087 -1.1421 -2.1611
H 3.0847 -1.1638 -0.6621
H 2.2561 -2.6324 -1.3715
H 0.9047 -0.0731 -0.6310
H 0.2771 -1.8013 -0.6548
H -0.4709 -1.5477 1.7730
C 2.6854 2.3338 8.0885
C 2.8166 1.4915 6.8162
C 1.9217 2.2534 5.7679
C 2.5699 3.3712 4.9271
C 3.9023 2.8834 4.3848
C 4.9046 2.2270 5.4183
N 4.1416 1.2384 6.2109
O 4.9842 0.5110 7.0530
C 5.9958 1.5375 4.5044
C 5.6078 3.2303 6.3722
C 2.0472 0.1976 7.0514
H 1.6641 2.3561 8.4685
H 2.7876 3.4156 8.0023
H 3.2547 1.8695 8.8938
H 1.6182 1.4972 5.0439
H 0.9500 2.5604 6.1548
H 2.6494 4.3650 5.3678
H 1.9591 3.4615 4.0288
H 4.3855 3.6859 3.8275
H 3.6214 2.0237 3.7763
H 6.6859 1.0763 5.2110
H 5.5911 0.7784 3.8349
H 6.4520 2.2314 3.7985
H 5.9956 4.0443 5.7597
H 4.8706 3.7743 6.9627
H 6.3181 2.7873 7.0703
H 1.1329 0.5191 7.5503
H 2.5198 -0.5780 7.6540
H 1.8616 -0.3025 6.1008
H 4.9464 1.0331 7.8578
C -3.0345 0.2088 -6.4127
C -3.1091 -0.5683 -5.0591
C -1.9238 -1.4702 -5.0200
C -0.6308 -0.7393 -4.5792
C -0.7647 0.2550 -3.3960
C -2.0572 1.1505 -3.2854
N -3.2101 0.3439 -3.8488
O -4.5171 0.9573 -3.7839
C -2.3312 1.5004 -1.8229
C -1.8063 2.4610 -4.1386
C -4.3030 -1.4443 -5.0156
H -2.1704 0.8635 -6.5263
H -3.8670 0.9122 -6.4293
H -2.9714 -0.4347 -7.2902
H -2.0575 -2.3752 -4.4273
H -1.6985 -1.6517 -6.0709
H -0.2800 -0.2402 -5.4824
H 0.1020 -1.5002 -4.3103
H 0.1223 0.8818 -3.4886
H -0.6425 -0.3117 -2.4729
H -2.7229 0.6281 -1.2996
H -1.4098 1.8406 -1.3503
H -3.0334 2.3211 -1.6761
H -2.7565 2.7425 -4.5924
H -1.3629 3.2896 -3.5864
H -1.1103 2.2699 -4.9555
H -5.2891 -0.9826 -5.0687
H -4.3596 -1.9188 -4.0360
H -4.2089 -2.1366 -5.8522
H -4.7667 0.7927 -2.8717
C -7.4555 0.8566 0.4699
C -7.0762 1.9940 1.3338
C -7.8143 1.8968 2.6699
C -7.2159 0.7292 3.4790
C -5.7485 1.0652 3.8493
C -4.8965 1.3214 2.6549
N -5.6285 2.1263 1.5932
O -4.9024 2.3744 0.4329
C -3.5643 2.0849 3.0312
C -4.4590 -0.0708 2.0084
C -7.4662 3.4475 0.8249
H -7.2288 -0.1393 0.8505
H -8.5183 0.9879 0.2666
H -6.8329 1.0182 -0.4101
H -7.6083 2.8108 3.2268
H -8.8740 1.7442 2.4653
H -7.7234 0.5868 4.4330
H -7.2575 -0.2200 2.9449
H -5.3575 0.2498 4.4578
H -5.8639 1.8919 4.5502
H -3.7971 3.1316 3.2266
H -2.8781 2.1395 2.1862
H -3.0122 1.6993 3.8883
H -3.5967 0.0311 1.3495
H -5.3484 -0.5712 1.6253
H -4.1065 -0.7304 2.8013
H -8.4957 3.5051 0.4717
H -7.4474 4.2708 1.5390
H -6.8549 3.8043 -0.0040
H -4.8551 3.3332 0.4370
C 4.7812 1.3703 -4.6202
C 3.5225 2.2399 -5.0463
C 2.5078 2.3329 -3.9318
C 2.8270 3.4337 -2.8764
C 2.8565 4.7700 -3.6692
C 4.0122 4.7668 -4.7567
N 3.8250 3.5553 -5.5452
O 4.6531 3.5014 -6.6677
C 3.8423 6.0800 -5.5610
C 5.3409 4.7553 -3.9175
C 2.6679 1.4318 -6.0993
H 4.9136 1.2496 -3.5450
H 5.7723 1.7423 -4.8799
H 4.5141 0.3654 -4.9471
H 1.4838 2.4277 -4.2933
H 2.4506 1.3519 -3.4601
H 3.7897 3.2169 -2.4135
H 2.1412 3.4882 -2.0310
H 3.0046 5.6396 -3.0290
H 1.8335 4.9230 -4.0130
H 4.6966 6.1340 -6.2358
H 2.8930 6.0611 -6.0964
H 3.9428 6.8743 -4.8214
H 5.5187 3.7886 -3.4464
H 6.2547 4.8203 -4.5081
H 5.4456 5.6632 -3.3234
H 2.0737 0.5983 -5.7246
H 3.3554 1.1637 -6.9016
H 1.9858 2.0804 -6.6491
H 5.4672 3.0713 -6.3959
C -0.9555 -6.4648 -1.5208
C -1.6339 -5.3326 -0.7705
C -2.4114 -4.3818 -1.7646
C -3.4689 -3.4748 -1.0678
C -4.4240 -4.3928 -0.3161
C -3.7152 -5.1827 0.8384
N -2.6589 -5.9675 0.1578
O -2.0507 -6.9467 1.0066
C -3.2818 -4.3096 2.0340
C -4.7904 -6.1662 1.3796
C -0.7007 -4.5355 0.1310
H -0.4697 -7.1832 -0.8605
H -0.2460 -6.0764 -2.2514
H -1.5744 -7.2570 -1.9420
H -1.7474 -3.7113 -2.3100
H -2.9412 -4.9083 -2.5585
H -3.9998 -3.0233 -1.9060
H -3.0838 -2.6340 -0.4909
H -4.7637 -5.0649 -1.1041
H -5.1957 -3.8352 0.2147
H -2.9492 -3.2994 1.7954
H -4.0291 -4.2624 2.8261
H -2.5328 -4.8858 2.5772
H -4.2193 -7.0590 1.6342
H -5.3644 -5.8347 2.2449
H -5.4605 -6.5273 0.5996
H -0.2907 -5.0582 0.9951
H -1.1790 -3.6225 0.4856
H 0.2267 -4.2540 -0.3679
H -2.2468 -7.8118 0.6395
```

Values from the calculation:
Orbital gap (alpha / beta) (Ha): 0.274 / 0.119
Charge: +1
Multiplicity: 2
LUMO level (alpha / beta) (eV): -2.4 / -6.6
Energy (eV): -93957.4596
Highest occupied orbital energy (alpha / beta) (eV): -9.804 / -9.804